(1)
Computed, not measured: C41H41FIrP2 as an isolated structure, with ωB97M-V/def2-TZVPD.

As for the expectation value of S²: 8.78. The value obtained for the LUMO energy (spin up / spin down) is -5.924 / -8.106 eV. The max |F| is 5.0 eV Å⁻¹. The spin multiplicity is 6. The HOMO energy (spin up / spin down) comes out at -11.550 / -13.846 eV. As for the net charge: +2. The value obtained for the total energy is -2472.8533 Ha.

Cartesian coordinates (Å):
Ir 0.1703 -0.3045 2.4216
C -2.4080 0.1481 4.3933
C -3.0568 -0.0107 3.2230
C -3.3303 1.1383 2.2658
C -2.1721 1.6688 1.3969
C -0.7907 1.5486 2.0808
C -0.6304 2.3850 3.2560
C -1.5491 2.6322 4.3768
C -2.1211 1.3776 5.1518
C 1.8409 -1.2247 2.1042
H -1.9613 -0.7394 4.8215
H -3.3146 -1.0343 2.9337
H -3.7139 2.0227 2.8024
H -4.1264 0.7559 1.5826
H -2.1445 1.2061 0.4068
H -2.3095 2.7586 1.2325
H 0.0641 1.6815 1.3425
H 0.3097 2.9684 3.1938
H -2.4369 3.2803 4.1611
H -0.9326 3.2010 5.1107
H -1.3869 1.0648 5.8998
H -2.9713 1.7427 5.7575
H 1.9233 -2.1979 2.6532
H 2.5761 -0.4717 2.4603
H 1.8685 -1.2940 1.0100
P -0.2394 -1.6335 -2.4721
P 1.2384 0.6124 -2.3106
C -1.2260 -0.1875 -2.9293
C -0.4561 0.9519 -2.9684
C -0.4615 -2.7144 -4.0547
C -1.4168 -2.4371 -5.0598
C -1.9098 -3.4898 -5.8682
C -1.2470 -4.7241 -5.9146
C -0.0469 -4.8666 -5.1802
C 0.3159 -3.8793 -4.2474
C -1.2072 -2.1967 -1.0142
C -0.8295 -1.9044 0.3242
C -1.4014 -2.5282 1.4121
C -2.3427 -3.5477 1.2117
C -2.8307 -3.6977 -0.1024
C -2.3528 -2.9635 -1.2159
C 2.1229 0.8584 -3.9687
C 1.9201 -0.1062 -4.9791
C 2.3780 0.1171 -6.2771
C 3.1685 1.2489 -6.5524
C 3.4312 2.1971 -5.5389
C 2.8463 2.0184 -4.2742
C 1.6718 2.2611 -1.5973
C 2.9539 2.3870 -1.0321
C 3.3825 3.5907 -0.4906
C 2.4605 4.6455 -0.3852
C 1.1663 4.5309 -0.9187
C 0.7851 3.3464 -1.5506
H -2.2970 -0.2743 -3.1663
H -0.6828 1.9011 -3.4910
H -1.8039 -1.4150 -5.1996
H -2.7896 -3.3295 -6.5138
H -1.6108 -5.5558 -6.5549
H 0.6181 -5.7227 -5.3354
H 1.2268 -3.9992 -3.6520
H -0.0758 -1.1061 0.4987
H -1.0762 -2.2215 2.4310
H -2.6260 -4.1805 2.0703
H -3.6065 -4.4406 -0.2442
H -2.8212 -2.9780 -2.2305
H 1.3517 -1.0147 -4.7415
H 2.0714 -0.5747 -7.0779
H 3.5661 1.4045 -7.5567
H 4.0292 3.0936 -5.7251
H 2.9175 2.8074 -3.5342
H 3.6371 1.5536 -1.0787
H 4.4212 3.7442 -0.1883
H 2.7566 5.5747 0.1028
H 0.4791 5.3860 -0.8808
H -0.1838 3.2992 -2.0308
F 1.7923 -0.2014 8.4430
C 1.4814 -0.2997 7.0871
C 1.6319 0.8342 6.2958
C 1.3049 0.7001 4.9370
C 0.7510 -0.4695 4.4429
C 0.6640 -1.6129 5.2353
C 0.9952 -1.5119 6.6073
H 1.8973 1.8095 6.6832
H 1.4728 1.5326 4.2491
H 0.3642 -2.5605 4.7566
H 0.8735 -2.3645 7.2773

Mulliken population analysis, charges in e, atoms 1 to 2: 1.2501 -0.8220

(2)
Computed, not measured: C41H41N11O3V as an isolated structure, with ωB97M-V/def2-TZVPD.

As for the expectation value of S²: 3.76. The value obtained for the LUMO energy (spin up / spin down) is 0.115 / 0.114 eV. The max |F| is 0.5 eV Å⁻¹. The spin multiplicity is 4. The HOMO energy (spin up / spin down) comes out at -6.136 / -7.183 eV. The value obtained for the energy above the lowest of the compared OMol25 structures with the same formula, charge and spin is 0.0 kJ/mol. The value obtained for the total energy is -3359.1326 Ha.

Cartesian coordinates (Å):
V 0.1796 0.0006 -0.5379
C -1.6978 0.6409 -2.8463
N -0.9459 1.4743 -1.8902
C 0.0477 2.2139 -2.7080
C 1.0067 3.1887 -2.0235
C 1.8574 2.6093 -0.8791
N 1.9347 1.1748 -1.0363
C 3.0222 0.6419 -1.4457
C 3.1710 -0.7112 -1.9221
C 4.4760 -1.1924 -2.1166
C 4.7247 -2.4025 -2.7166
C 3.6317 -3.1425 -3.1899
C 2.3448 -2.6877 -3.0438
C 2.0500 -1.4700 -2.3744
O 0.8217 -1.0900 -2.2408
C -1.9017 2.3906 -1.2387
C -1.4751 3.0355 0.0735
C -1.4141 2.0925 1.2674
N -0.2822 1.1754 1.2404
C 0.4899 1.1740 2.2678
C 1.6461 0.3518 2.5221
C 2.3973 0.6791 3.6715
C 3.4874 -0.0492 4.0681
C 3.8450 -1.1763 3.3055
C 3.1316 -1.5389 2.1953
C 2.0068 -0.7908 1.7415
O 1.3678 -1.1850 0.7014
H -2.2182 1.2684 -3.5830
H -2.4353 0.0470 -2.3129
H -1.0097 -0.0356 -3.3487
H -0.5009 2.7817 -3.4749
H 0.6320 1.4499 -3.2200
H 0.4896 4.0919 -1.6940
H 1.6775 3.5090 -2.8257
H 1.4003 2.8211 0.0877
H 2.8498 3.0755 -0.8861
H 3.9212 1.2684 -1.5062
H 5.3038 -0.5775 -1.7770
H 5.7355 -2.7655 -2.8408
H 3.8053 -4.0891 -3.6891
H 1.5023 -3.2609 -3.4116
H -2.8118 1.8174 -1.0394
H -2.1771 3.1769 -1.9575
H -2.2435 3.7814 0.3002
H -0.5416 3.5864 -0.0205
H -2.3333 1.5045 1.2753
H -1.3935 2.6889 2.1893
H 0.2614 1.8857 3.0727
H 2.0890 1.5444 4.2513
H 4.0536 0.2283 4.9464
H 4.6986 -1.7737 3.6046
H 3.4055 -2.4055 1.6066
C -4.0880 -3.8963 -0.7324
N -2.8156 -3.2012 -0.6259
C -2.5898 -1.9000 -0.4295
N -1.2915 -1.6665 -0.4071
C -0.7511 -2.9125 -0.5787
N -1.6396 -3.8616 -0.7305
C -4.1101 -5.1508 0.1052
C -4.5330 -6.3622 -0.4195
C -4.5362 -7.5083 0.3703
C -4.0865 -7.4590 1.6781
C -3.6400 -6.2468 2.1973
C -3.6716 -5.0984 1.4185
C -3.0635 -6.1673 3.5385
N -2.7598 -7.0884 4.3855
N -2.1146 -6.4488 5.4472
C -2.0837 -5.1993 5.1469
O -2.6751 -4.9419 3.9562
C -1.4634 -4.0511 5.8071
C -0.4190 -4.2016 6.7087
C 0.2420 -3.0709 7.1662
C -0.1204 -1.8100 6.7147
C -1.1857 -1.6565 5.8333
C -1.6041 -0.2750 5.3840
N -2.4715 -0.2855 4.2158
C -2.3109 -0.8601 3.0151
N -3.3802 -0.6618 2.2674
C -4.1863 0.0613 3.0877
N -3.6807 0.3156 4.2727
C -1.8643 -2.7825 5.4035
H -4.2901 -4.1363 -1.7770
H -4.8472 -3.1882 -0.3951
H -3.3761 -1.1805 -0.2685
H 0.3124 -3.0776 -0.6051
H -4.8546 -6.4176 -1.4526
H -4.8706 -8.4480 -0.0482
H -4.0542 -8.3477 2.2938
H -3.3073 -4.1622 1.8225
H -0.1090 -5.1929 7.0104
H 1.0723 -3.1761 7.8514
H 0.4345 -0.9400 7.0467
H -0.7299 0.3489 5.1899
H -2.1936 0.2124 6.1596
H -1.4204 -1.4002 2.7262
H -5.1663 0.4089 2.8043
H -2.6917 -2.6909 4.7152

Mulliken population analysis, charges in e, atoms 1 to 2: 0.7510 -1.3128

(3)
Computed, not measured: C41H41OP2PdSi as an isolated structure, with ωB97M-V/def2-TZVPD.

The value obtained for the LUMO energy is 2.775 eV. The max |F| is 3.3 eV Å⁻¹. The HOMO energy comes out at -0.746 eV. The value obtained for the energy above the lowest of the compared OMol25 structures with the same formula, charge and spin is 287.0 kJ/mol. As for the net charge: -1. The value obtained for the total energy is -2762.1947 Ha.

Cartesian coordinates (Å):
Pd -0.7311 0.3170 -0.5035
C -3.4831 -1.0178 1.1135
Si -1.6108 -1.4102 0.8201
C -0.7362 -1.5035 2.4384
C -0.6486 -2.5501 3.3641
C -0.0905 -2.3631 4.6171
C 0.4162 -1.1086 4.9918
C 0.4606 -0.0754 4.0373
C -0.2199 -0.2812 2.8331
P -0.3354 1.1037 1.6936
C -1.6631 2.2195 2.3075
C -1.5065 2.8385 3.5404
C -2.4791 3.8040 3.9245
C -3.4633 4.2438 3.0189
C -3.5176 3.5784 1.8092
C -2.7363 2.4839 1.4899
C 1.2771 1.9639 1.8768
C 2.4078 1.1496 2.0566
C 3.6591 1.7480 2.1607
C 3.7242 3.1606 2.2972
C 2.5717 3.9256 2.2986
C 1.3297 3.3381 2.0242
C -1.2646 -3.1055 0.2153
C -1.7347 -4.2882 0.7934
C -1.3590 -5.5267 0.2578
C -0.2060 -5.6054 -0.5519
C 0.3031 -4.3906 -1.0761
C -0.2095 -3.2090 -0.6842
P 0.3358 -1.6760 -1.4835
C 2.1162 -1.5437 -1.2442
C 2.6846 -1.6655 0.0355
C 4.0468 -1.4582 0.2436
C 4.9402 -1.3330 -0.8364
C 4.3775 -1.0953 -2.1304
C 2.9915 -1.2820 -2.3072
C -0.0221 -1.6854 -3.2181
C -0.5573 -2.7960 -3.8573
C -0.6311 -2.8650 -5.2201
C -0.2456 -1.7907 -6.0241
C 0.2266 -0.6446 -5.4014
C 0.1576 -0.5494 -3.9903
H -4.1018 -1.8904 1.4519
H -3.9125 -0.8719 0.1787
H -3.6738 -0.1191 1.7135
H -1.0434 -3.4877 3.0274
H 0.1851 -3.1701 5.2946
H 0.8213 -0.9152 6.0013
H 0.9275 0.8905 4.2003
H -0.6572 2.6314 4.1573
H -2.4017 4.2827 4.8921
H -4.1431 5.0213 3.2803
H -4.1562 4.0398 1.0851
H -2.9885 1.7857 0.6439
H 2.2478 0.1084 2.0554
H 4.5073 1.1295 1.9418
H 4.6697 3.7337 2.3524
H 2.6513 4.9810 2.4437
H 0.4544 3.9786 1.9565
H -2.5164 -4.3333 1.5285
H -1.9319 -6.4203 0.3488
H 0.3110 -6.5419 -0.7947
H 1.1290 -4.3827 -1.8250
H 2.0581 -1.9668 0.8726
H 4.4013 -1.4829 1.2343
H 6.0223 -1.1919 -0.7631
H 5.0108 -0.7653 -2.9108
H 2.5678 -1.3262 -3.3147
H -1.0038 -3.6233 -3.2935
H -1.0323 -3.8053 -5.6694
H -0.2041 -1.8069 -7.1234
H 0.5753 0.2017 -5.9271
H 0.3660 0.4074 -3.4940
C 1.3366 2.7835 -1.5749
C -0.0303 3.3837 -1.7754
O -0.7891 2.1960 -2.0835
C -2.2102 2.4274 -2.4330
C -2.7777 1.0647 -2.9698
H 2.1220 3.5198 -1.4272
H 1.5415 2.1877 -2.5103
H 1.2973 2.0673 -0.7341
H 0.0187 4.0077 -2.6732
H -0.4301 3.9080 -0.9430
H -2.2502 3.2221 -3.2190
H -2.7322 2.7682 -1.5397
H -2.1705 0.7912 -3.8806
H -3.8127 1.2682 -3.3059
H -2.8273 0.2592 -2.2055

Mulliken population analysis, charges in e, atoms 1 to 2: 0.7618 -1.6825

(4)
Computed, not measured: a 3-piece molecular cluster, C41H42BClO8P2 overall, with ωB97M-V/def2-TZVPD.

Its SMILES is CC[C@]1(B(C)O)OC(=O)[C@](C)(P(C)C)[C@]1(C[C@H](C)Cl)[PH2]=O.O=C1c2ccccc2C(=O)c2ccccc21.O=C1c2ccccc2C(=O)c2ccccc21. The value obtained for the LUMO energy is -1.076 eV. The max |F| is 2.1 eV Å⁻¹. The HOMO energy comes out at -7.939 eV. The value obtained for the total energy is -3357.3125 Ha.

Cartesian coordinates (Å):
C 2.6031 1.0134 1.1760
C 1.0944 1.2392 0.9557
C 0.5371 0.8106 -0.4063
B -1.0414 0.5210 -0.3258
C -1.9842 0.8754 0.8793
O -1.5758 -0.1405 -1.4265
O 0.9989 -0.5653 -0.5412
C 1.1776 -0.8844 -1.8460
O 1.1250 -2.0279 -2.2664
C 1.4756 0.3928 -2.6019
C 0.7864 0.2105 -3.9776
P 3.3372 0.2910 -2.9497
C 3.6441 0.1105 -4.7358
C 4.0367 -1.1720 -2.1006
C 0.9834 1.6002 -1.6950
C -0.0807 2.3799 -2.4884
C -0.7124 3.6820 -1.9416
C -0.1839 4.9469 -2.6391
Cl -0.6181 3.9088 -0.1594
P 2.4087 2.7835 -1.5837
O 2.6863 3.3978 -2.9104
H 3.0971 1.9803 1.2556
H 3.0867 0.4817 0.3679
H 2.7760 0.5280 2.1288
H 0.5798 0.6198 1.6846
H 0.8404 2.2625 1.2013
H -2.9892 0.5151 0.6785
H -1.9774 1.9247 1.1471
H -1.6345 0.3091 1.7446
H -2.2969 0.4044 -1.7498
H 1.0064 1.0503 -4.6268
H -0.2907 0.1502 -3.8529
H 1.0916 -0.7258 -4.4208
H 3.1070 -0.6956 -5.2298
H 4.7057 -0.1012 -4.8271
H 3.4454 1.0518 -5.2317
H 4.2366 -0.9142 -1.0681
H 5.0062 -1.3374 -2.5668
H 3.4769 -2.0999 -2.1863
H -0.8943 1.7357 -2.7875
H 0.4109 2.6727 -3.4099
H -1.7736 3.6325 -2.1516
H -0.1845 5.7794 -1.9485
H 0.7886 4.7811 -3.0875
H -0.8710 5.1975 -3.4448
H 2.0521 3.7933 -0.6739
H 3.5083 2.1651 -0.9926
O -6.5715 -5.6896 -2.7403
C -6.0576 -4.8276 -3.4216
C -4.7416 -4.2367 -3.0526
C -4.0849 -4.7001 -1.9198
C -2.8462 -4.1833 -1.5790
C -2.2548 -3.2038 -2.3695
C -2.9109 -2.7300 -3.4918
C -4.1567 -3.2377 -3.8356
C -4.8541 -2.6984 -5.0359
O -4.3735 -1.7926 -5.6852
C -6.1611 -3.3047 -5.4185
C -6.8141 -2.8434 -6.5542
C -8.0152 -3.4128 -6.9394
C -8.5698 -4.4463 -6.1918
C -7.9290 -4.9021 -5.0530
C -6.7254 -4.3319 -4.6594
H -4.5480 -5.4652 -1.3128
H -2.3355 -4.5459 -0.6970
H -1.2827 -2.8069 -2.1083
H -2.4586 -1.9649 -4.1073
H -6.3748 -2.0426 -7.1319
H -8.5210 -3.0544 -7.8259
H -9.5049 -4.8950 -6.4992
H -8.3559 -5.7022 -4.4651
O 3.3711 2.3360 4.9987
C 3.3484 1.8882 6.1256
C 4.4250 2.2091 7.1039
C 5.4576 3.0550 6.7203
C 6.4487 3.3891 7.6266
C 6.4125 2.8807 8.9208
C 5.3932 2.0266 9.3043
C 4.3989 1.6836 8.3977
C 3.3190 0.7489 8.8243
O 3.3239 0.2526 9.9304
C 2.2305 0.4456 7.8520
C 1.1944 -0.3953 8.2371
C 0.1616 -0.6665 7.3567
C 0.1586 -0.0983 6.0869
C 1.1941 0.7313 5.6944
C 2.2356 1.0035 6.5723
H 5.4765 3.4496 5.7143
H 7.2507 4.0504 7.3275
H 7.1831 3.1513 9.6301
H 5.3615 1.6233 10.3065
H 1.2019 -0.8299 9.2266
H -0.6459 -1.3195 7.6593
H -0.6542 -0.3059 5.4036
H 1.2000 1.1741 4.7080

Mulliken population analysis, charges in e, atoms 1 to 2: -1.1262 -1.3290

(5)
Computed, not measured: C41H42Cl5N4OS3Si2W as an isolated structure, with ωB97M-V/def2-TZVPD.

The value obtained for the LUMO energy is -9.917 eV. The max |F| is 0.7 eV Å⁻¹. The HOMO energy comes out at -15.530 eV. The value obtained for the energy above the lowest of the compared OMol25 structures with the same formula, charge and spin is 0.0 kJ/mol. As for the net charge: +3. The value obtained for the total energy is -6022.6460 Ha.

Cartesian coordinates (Å):
W 1.0592 -0.3153 -1.3040
S -1.0551 0.2483 -0.0849
C -0.7726 1.5361 0.9931
N -1.6938 2.0561 1.7411
C -1.4361 3.2935 2.5085
C -0.0539 3.2534 3.0800
N 0.9190 2.9615 2.0063
C 2.2528 3.6162 2.2093
C 2.1040 5.1067 2.0797
C 1.7533 5.6589 0.8488
C 1.6040 7.0300 0.7252
C 1.8154 7.8518 1.8273
C 2.1717 7.3052 3.0502
C 2.3146 5.9291 3.1793
C 0.6348 2.1423 1.0511
S 1.7539 1.7393 -0.1901
C -3.0629 1.4623 1.9212
C -3.1026 0.7300 3.2340
C -2.5897 -0.5650 3.3099
C -2.5721 -1.2334 4.5235
C -3.0773 -0.6165 5.6619
C -3.6116 0.6616 5.5860
C -3.6271 1.3346 4.3720
H -2.1712 3.3518 3.3051
H -1.5751 4.1390 1.8306
H 0.0652 2.4710 3.8352
H 0.2145 4.2172 3.5075
H 2.9488 3.1927 1.4901
H 2.5668 3.3254 3.2137
H 1.6155 5.0234 -0.0212
H 1.3417 7.4634 -0.2304
H 1.7124 8.9238 1.7266
H 2.3452 7.9474 3.9028
H 2.6054 5.5033 4.1334
H -3.2466 0.8017 1.0791
H -3.7646 2.2944 1.8771
H -2.2185 -1.0584 2.4169
H -2.1836 -2.2417 4.5813
H -3.0775 -1.1439 6.6064
H -4.0329 1.1270 6.4668
H -4.0850 2.3163 4.3110
Cl 7.4092 -0.0235 -5.1777
C 6.0326 -0.2990 -4.2192
C 4.9913 0.6396 -4.2253
Cl 5.0769 2.0439 -5.1871
C 3.8789 0.4101 -3.4307
Cl 2.5352 1.5099 -3.4099
C 3.8122 -0.7350 -2.6458
O 2.6779 -0.9064 -1.8931
C 4.8219 -1.6837 -2.6396
Cl 4.6693 -3.0989 -1.6916
C 5.9478 -1.4570 -3.4362
Cl 7.2082 -2.5987 -3.4483
C -1.7521 -2.9266 -1.1714
Si 0.0919 -2.7646 -1.0046
C 0.9760 -3.5431 -2.4565
C 0.6300 -3.6247 0.5296
C 0.2183 -4.9359 0.8054
C 0.7617 -5.6296 1.8725
C 1.7191 -5.0232 2.6824
C 2.1150 -3.7223 2.4273
C 1.5716 -3.0149 1.3456
Si 1.9752 -1.2403 1.0998
C 3.8002 -0.8888 0.9879
C 1.3142 -0.3740 2.6242
H -1.9933 -3.9553 -0.8883
H -2.1030 -2.7926 -2.1887
H -2.3188 -2.2785 -0.5014
H 0.4380 -4.4746 -2.6665
H 1.9949 -3.7984 -2.1674
H 1.0074 -2.9652 -3.3788
H -0.5123 -5.4369 0.1795
H 0.4477 -6.6452 2.0738
H 2.1487 -5.5690 3.5120
H 2.8536 -3.2659 3.0793
H 4.1524 -0.6535 1.9966
H 4.0705 -0.0485 0.3479
H 4.3347 -1.7683 0.6343
H 1.5328 -1.0678 3.4416
H 0.2337 -0.2233 2.6622
H 1.8437 0.5541 2.8439
N -2.9552 -0.1456 -2.7899
C -2.0080 -0.7493 -3.4758
S -0.2910 -0.3409 -3.3022
N -2.2927 -1.5965 -4.4394
C -3.6244 -1.9393 -4.8924
C -3.9766 -3.2792 -4.9053
C -5.2372 -3.6323 -5.3640
C -6.1229 -2.6523 -5.7905
C -5.7490 -1.3150 -5.7789
C -4.4853 -0.9466 -5.3390
H -2.7121 0.5363 -2.0932
H -3.9293 -0.3493 -2.9764
H -1.5086 -2.0436 -4.8954
H -3.2791 -4.0360 -4.5683
H -5.5248 -4.6744 -5.3887
H -7.1039 -2.9325 -6.1489
H -6.4304 -0.5569 -6.1397
H -4.1709 0.0889 -5.3910

Mulliken population analysis, charges in e, atoms 1 to 2: 0.3263 -0.2300

Question: Which value of max |F| does entry 5 give?
Answer: 0.7 eV Å⁻¹

Question: Which of these has the highest max |F|?
Answer: C41H41FIrP2

Question: Among the records above, which one has the highest max |F|?
Answer: C41H41FIrP2

Question: Which value of max |F| does entry 3 give?
Answer: 3.3 eV Å⁻¹